# 1
9
Properties=species:S:1:pos:R:3:lowdin_charge:R:1 method="wB97M-V/def2-TZVPD" e_homo_ev="-8.234 / -8.955" e_lumo_ev="-2.400 / -1.187"
H -1.921 -1.133 -1.425 0.02
C 0.095 1.024 0.733 -0.57
S 0.809 -1.373 1.562 0.63
H 0.193 1.989 0.350 0.04
H 2.196 0.209 0.729 0.08
N -1.162 -0.503 -1.174 -0.88
S 0.190 -0.795 -2.023 0.59
C 1.075 0.161 0.949 -0.78
S -1.475 0.422 0.299 0.87

***

# 2
9
Properties=species:S:1:pos:R:3:lowdin_charge:R:1 method="wB97M-V/def2-TZVPD" e_homo_ev=-8.581 smiles="NC(=S)C(=S)S" e_lumo_ev=-1.228
S 1.265 1.074 -1.504 0.79
H -0.794 -1.459 0.695 0.07
S 1.530 -1.425 0.062 0.68
C 0.747 -0.041 -0.341 -1.24
C -0.585 0.431 0.297 -1.00
S -0.823 2.024 0.520 0.66
N -1.402 -0.584 0.698 0.06
H 2.419 0.423 -1.352 -0.12
H -2.355 -0.443 0.926 0.09

***

# 3
9
Properties=species:S:1:pos:R:3:lowdin_charge:R:1 method="wB97M-V/def2-TZVPD" e_homo_ev=-8.975 e_lumo_ev=-2.045
H -1.397 1.750 -0.268 0.08
S 3.223 -0.578 -0.024 0.56
S -3.294 -0.361 -0.157 0.55
N -1.576 -0.372 0.159 -0.53
H -3.076 -1.816 1.384 0.14
H 0.781 -1.335 -0.192 0.03
C 1.568 -0.522 -0.136 -0.98
C -1.014 0.727 0.121 -0.67
S 0.783 1.112 0.060 0.81

***

Per-record energy relative to the best compared isomer or geometry (same formula, charge and spin), kJ/mol: 333.2, 57.6, 478.7